Here is one molecule with the formula C17H13N5O3S at a distorted geometry from the OMol25 dataset. Energies are from the ωB97M-V functional and the def2-TZVPD basis.

Properties
**Spin multiplicity**: 1
**Energy above the lowest of the compared OMol25 structures with the same formula, charge and spin**: 0.0 kJ/mol
**SMILES**: Cc1cc(NC(=O)CSc2nc(-c3ccccc3)c(C#N)c(=O)[nH]2)no1
**HOMO**: -0.3381 Eh
**Total charge**: 0

Bonds (Å) are listed after each position.
Element x y z (Å)
1 C 0.267 0.926 -4.967  C2 1.482, H27 1.088, H28 1.090, H29 1.086
2 C 0.224 -0.129 -3.928  C1 1.482, C3 1.366, O26 1.343
3 C 1.035 -0.399 -2.862  C2 1.366, C4 1.418, H30 1.068
4 C 0.423 -1.531 -2.266  C3 1.418, N5 1.380, N25 1.313
5 N 0.800 -2.240 -1.143  C4 1.380, C6 1.358, H31 1.012
6 C 1.803 -1.894 -0.296  N5 1.358, O7 1.205, C8 1.525
7 O 2.564 -0.976 -0.467  C6 1.205
8 C 1.965 -2.820 0.905  C6 1.525, S9 1.813, H32 1.090, H33 1.092
9 S 0.452 -3.624 1.497  C8 1.813, C10 1.752
10 C -0.516 -2.218 1.896  S9 1.752, N11 1.289, N24 1.347
11 N -0.092 -1.047 1.566  C10 1.289, C12 1.360
12 C -0.846 0.034 1.901  N11 1.360, C13 1.464, C19 1.382
13 C -0.289 1.332 1.516  C12 1.464, C14 1.394, C18 1.394
14 C -0.383 2.440 2.357  C13 1.394, C15 1.382, H34 1.079
15 C 0.151 3.652 1.963  C14 1.382, C16 1.386, H35 1.079
16 C 0.777 3.775 0.733  C15 1.386, C17 1.385, H36 1.080
17 C 0.882 2.674 -0.101  C16 1.385, C18 1.381, H37 1.080
18 C 0.361 1.457 0.289  C13 1.394, C17 1.381, H38 1.077
19 C -2.062 -0.104 2.543  C12 1.382, C20 1.410, C22 1.454
20 C -2.903 0.994 2.816  C19 1.410, N21 1.147
21 N -3.614 1.869 3.025  C20 1.147
22 C -2.560 -1.418 2.919  C19 1.454, O23 1.205, N24 1.411
23 O -3.586 -1.691 3.489  C22 1.205
24 N -1.673 -2.450 2.545  C10 1.347, C22 1.411, H39 1.014
25 N -0.652 -1.890 -2.930  C4 1.313, O26 1.354
26 O -0.778 -1.023 -3.963  C2 1.343, N25 1.354
27 H 0.066 0.494 -5.945  C1 1.088
28 H -0.496 1.678 -4.768  C1 1.090
29 H 1.242 1.403 -4.969  C1 1.086
30 H 1.921 0.100 -2.539  C3 1.068
31 H 0.206 -3.031 -0.927  N5 1.012
32 H 2.400 -2.247 1.723  C8 1.090
33 H 2.640 -3.637 0.641  C8 1.092
34 H -0.851 2.346 3.325  C14 1.079
35 H 0.078 4.505 2.622  C15 1.079
36 H 1.187 4.726 0.429  C16 1.080
37 H 1.375 2.763 -1.058  C17 1.080
38 H 0.439 0.597 -0.355  C18 1.077
39 H -1.957 -3.394 2.785  N24 1.014